Record 1
{"formula": "C12H26F6N3O7PtS2", "method": "ωB97M-V/def2-TZVPD", "e_homo_ev": [-11.47, -12.83], "multiplicity": 3, "charge": 1, "gap_ha": [0.306, 0.343], "lumo_ev": [-3.152, -3.495], "s_squared": 2.004, "species": ["Pt", "C", "F", "F", "F", "S", "O", "O", "N", "S", "O", "O", "C", "F", "F", "F", "C", "C", "C", "O", "C", "N", "H", "H", "H", "H", "H", "H", "H", "H", "H", "H", "H", "C", "O", "C", "C", "N", "C", "C", "O", "C", "H", "H", "H", "H", "H", "H", "H", "H", "H", "H", "H", "H", "H", "H", "H"], "xyz": [[9.977, -23.141, 1.079], [11.656, -21.028, 4.162], [10.797, -20.076, 4.531], [11.983, -20.864, 2.858], [12.755, -20.970, 4.887], [10.822, -22.774, 4.352], [11.888, -23.727, 4.067], [10.409, -22.836, 5.774], [9.658, -22.777, 3.060], [8.363, -22.409, 3.866], [8.453, -21.401, 4.943], [7.395, -22.015, 2.800], [7.875, -24.172, 4.597], [7.016, -24.795, 3.804], [8.930, -24.981, 4.788], [7.321, -23.986, 5.802], [8.924, -21.477, -2.962], [9.735, -21.663, -1.641], [9.285, -20.623, -0.641], [9.507, -20.955, 0.729], [9.076, -19.900, 1.551], [9.507, -23.006, -1.117], [7.868, -21.712, -2.827], [9.187, -22.184, -3.749], [9.007, -20.508, -3.454], [10.801, -21.482, -1.778], [8.212, -20.448, -0.729], [9.775, -19.683, -0.894], [9.718, -19.028, 1.429], [9.136, -20.179, 2.603], [8.054, -19.563, 1.378], [10.074, -23.615, -1.689], [8.608, -23.332, -1.444], [12.787, -21.693, 0.002], [12.143, -22.816, 0.645], [12.843, -24.029, 0.483], [12.013, -25.206, 1.079], [10.644, -25.211, 0.618], [9.844, -26.048, 1.515], [8.369, -25.805, 1.180], [8.111, -24.418, 1.143], [6.811, -24.208, 0.652], [13.162, -21.897, -1.001], [13.732, -21.452, 0.490], [12.292, -20.725, -0.070], [13.769, -23.874, 1.038], [12.992, -24.227, -0.578], [12.181, -25.187, 2.156], [12.447, -26.134, 0.707], [10.627, -25.605, -0.312], [10.070, -25.724, 2.531], [10.185, -27.072, 1.362], [7.691, -26.276, 1.891], [8.158, -26.298, 0.230], [6.099, -24.427, 1.448], [6.494, -24.856, -0.165], [6.680, -23.183, 0.307]]}

***

Record 2
{"formula": "C12H26F6NO6Ti", "method": "ωB97M-V/def2-TZVPD", "e_homo_ev": [-4.13, -9.11], "multiplicity": 4, "charge": 0, "gap_ha": [0.168, 0.349], "lumo_ev": [0.430, 0.386], "s_squared": 3.752, "species": ["Ti", "O", "H", "H", "H", "C", "O", "O", "C", "F", "F", "F", "C", "C", "H", "H", "H", "H", "H", "H", "C", "O", "O", "C", "F", "F", "F", "C", "C", "H", "H", "H", "H", "H", "H", "C", "C", "C", "O", "C", "N", "H", "H", "H", "H", "H", "H", "H", "H", "H", "H", "H"], "xyz": [[12.476, -7.850, -13.776], [12.073, -5.938, -16.492], [12.089, -6.948, -16.631], [12.146, -5.726, -15.470], [11.191, -5.632, -16.763], [12.901, -9.671, -16.371], [12.776, -10.183, -15.030], [12.552, -8.383, -16.258], [14.314, -9.847, -16.937], [14.245, -9.717, -18.270], [15.215, -8.944, -16.509], [14.865, -11.034, -16.597], [12.444, -11.550, -14.906], [11.907, -11.889, -13.521], [11.120, -12.633, -13.603], [12.742, -12.108, -12.855], [11.415, -11.012, -13.086], [13.265, -12.200, -15.222], [11.633, -11.818, -15.601], [12.128, -10.178, -16.970], [11.942, -4.311, -13.618], [10.856, -3.801, -14.408], [12.145, -5.562, -13.988], [13.129, -3.322, -13.750], [13.015, -2.309, -12.879], [14.347, -3.858, -13.596], [13.148, -2.786, -14.996], [10.238, -2.599, -13.982], [9.092, -2.283, -14.921], [8.479, -1.501, -14.470], [9.493, -1.993, -15.889], [8.421, -3.138, -15.006], [10.943, -1.765, -13.975], [9.874, -2.732, -12.954], [11.564, -4.246, -12.580], [14.936, -6.749, -11.794], [14.770, -8.263, -11.937], [13.629, -8.806, -11.107], [12.399, -8.267, -11.570], [11.395, -8.118, -10.594], [14.699, -8.584, -13.390], [15.165, -6.551, -10.744], [14.020, -6.188, -11.983], [15.695, -6.434, -12.506], [15.674, -8.774, -11.577], [13.825, -8.440, -10.091], [13.539, -9.898, -11.070], [10.481, -7.791, -11.073], [11.727, -7.368, -9.860], [11.283, -9.007, -9.964], [15.560, -8.408, -13.896], [14.620, -9.601, -13.457]]}

***

Record 3
{"formula": "C12H26LuN6O6", "method": "ωB97M-V/def2-TZVPD", "e_homo_ev": [-9.43, -9.45], "charge": 1, "gap_ha": [0.153, 0.154], "lumo_ev": [-5.258, -5.257], "species": ["O", "H", "Lu", "N", "N", "N", "N", "O", "O", "O", "O", "C", "C", "C", "C", "C", "H", "H", "H", "C", "H", "H", "H", "C", "C", "H", "H", "H", "H", "H", "H", "H", "H", "C", "H", "H", "H", "O", "H", "H", "C", "N", "C", "C", "N", "H", "H", "H", "H", "H", "H"], "xyz": [[3.354, -2.311, -3.079], [3.790, -2.156, -3.931], [-0.369, 0.001, 0.194], [0.596, 0.041, 2.224], [0.659, -1.950, 0.435], [-0.872, 2.065, -0.410], [-0.415, -0.053, -2.016], [0.254, 0.981, 3.035], [-1.249, 3.113, 0.515], [-0.027, -0.991, -2.983], [0.764, -2.836, -0.506], [0.937, -2.276, 1.738], [0.778, -1.231, 2.699], [-1.574, 1.993, -1.552], [-1.277, 0.893, -2.447], [0.716, -1.318, 4.160], [-0.283, -1.017, 4.507], [1.418, -0.578, 4.563], [0.952, -2.324, 4.491], [1.309, -3.670, 2.046], [2.230, -3.916, 1.505], [0.532, -4.379, 1.730], [1.482, -3.776, 3.116], [-2.554, 3.046, -1.809], [-1.866, 0.875, -3.811], [-2.405, 3.832, -1.075], [-3.583, 2.703, -1.731], [-2.408, 3.429, -2.808], [-1.821, -0.126, -4.241], [-1.300, 1.566, -4.448], [-2.905, 1.229, -3.807], [-1.094, 2.711, 1.392], [0.437, -1.712, -2.498], [3.457, -1.118, -2.298], [3.252, -1.438, -1.275], [2.687, -0.400, -2.596], [4.447, -0.639, -2.349], [1.628, 1.407, 0.163], [1.067, 2.201, -0.037], [1.720, 1.399, 1.145], [-4.292, 1.566, 3.224], [-2.903, 1.947, 2.960], [-2.395, 3.152, 3.720], [-2.249, 1.068, 2.278], [-2.098, 0.170, 1.481], [-4.719, 2.251, 3.989], [-4.232, 0.514, 3.553], [-4.813, 1.603, 2.247], [-1.536, 2.922, 4.360], [-2.138, 3.995, 3.067], [-3.234, 3.465, 4.343]]}

***

For the records above, the corresponding relative energy (zero: lowest compared OMol25 entry of this formula, charge and spin) values read 256.7, 0.0, 64.4 kJ/mol.
For the records above, the corresponding E_tot values read -2678.231507, -2427.604252, -2487.916863 Ha.